Molecular formula: C40H102F2N8O13S2
Method: DFT, ωB97M-V/def2-TZVPD

Values from the calculation:
Multiplicity: 2
Total charge: +1
Kohn-Sham gap (alpha / beta) in eV: 6.09 / 2.45
Expectation value of S²: 0.754

Positions of all 167 atoms, in Å:
C 1.755 5.350 3.071
H 3.434 0.302 2.746
C -3.756 3.346 -6.484
C -4.934 -5.309 1.222
H -0.228 3.273 0.095
H -2.842 -6.992 1.013
H -0.975 -4.749 1.368
C -5.933 2.293 -2.244
H -1.229 7.871 -1.038
O 4.173 2.583 -2.858
H 6.040 2.800 -1.144
H -5.988 1.706 -4.829
H -6.171 1.232 -2.176
H 6.629 -6.029 4.040
C 5.792 -7.237 -2.933
H -5.532 -4.610 0.638
C 4.572 -4.974 -2.992
H 0.361 3.271 2.461
C 4.572 5.060 -1.477
H -5.210 -5.356 2.276
H -4.097 2.379 -6.853
H -0.213 4.541 4.791
H 2.307 -5.762 -0.080
H 2.054 -4.365 2.215
N 2.095 -5.338 2.483
H 5.228 -4.552 -2.230
C -1.099 0.873 3.371
H 3.770 -5.439 -2.419
C -1.989 1.442 2.234
C 3.450 1.636 -3.659
H -0.174 -0.524 2.358
H 3.453 1.803 -1.064
C -2.789 4.543 -2.906
C 3.253 -5.512 0.400
H 3.276 -6.976 1.915
O 2.588 -0.029 3.054
H -6.770 2.706 -2.807
C 0.246 4.140 0.556
C -3.570 1.604 -1.985
H -6.300 -2.826 6.063
H 0.041 5.488 -1.068
H 6.472 -6.955 -2.129
C -0.129 4.142 2.026
H -2.915 -6.055 2.584
H 2.623 -0.739 3.700
C 1.357 7.193 0.170
F 1.697 1.345 0.206
C -1.058 7.865 0.039
H -3.465 -3.265 1.899
H 4.508 -4.259 2.537
H -3.749 5.232 -4.725
F 0.540 -2.939 2.010
H -2.507 1.841 -1.964
N -3.202 -2.395 2.340
H 2.025 -0.355 2.348
H 2.172 6.256 3.512
H 2.075 6.391 0.341
C -1.079 -5.727 -0.469
O 4.518 -5.809 3.909
H -2.260 1.100 -5.153
H 3.618 5.569 -1.617
C -2.089 2.148 -4.908
H 4.062 1.305 -4.498
C 5.394 -6.046 -3.817
H -1.203 3.968 2.089
C 5.791 -5.467 4.453
H -4.475 4.141 -6.679
H 3.988 -6.087 -0.162
H -5.431 -2.216 0.880
H -0.341 -6.331 2.770
C -2.700 -6.035 1.516
H 4.853 -7.711 -2.647
C 4.362 3.730 -0.770
H -3.907 4.039 -1.187
H 3.510 -1.887 -3.853
H -0.778 8.862 0.379
O -3.574 -5.080 0.938
C 3.293 -5.887 1.864
H -1.603 5.448 4.104
C -0.517 5.374 4.156
C 0.002 6.738 0.581
H -5.984 -0.866 1.688
C -0.402 5.387 -0.077
H 5.132 5.057 -2.412
N -4.509 2.562 -4.170
H 3.537 -4.470 0.258
O -0.781 -0.443 3.098
H -1.973 3.885 -2.612
O -0.788 -2.242 0.271
N 1.178 -0.888 1.224
O 0.049 7.891 2.731
H 4.826 -6.403 -4.676
O 1.601 -2.988 -0.151
O -4.551 -2.703 4.944
H -0.797 7.989 3.173
H -6.209 -1.982 3.686
H -1.582 0.880 4.349
H 6.328 -4.889 -5.075
S 0.655 -2.167 0.588
H -2.742 0.678 2.041
H 2.058 4.505 3.689
O 4.226 -3.837 -3.843
H 6.939 -6.305 -4.949
H -6.161 2.588 -1.220
S 0.981 -0.012 -0.255
H -2.687 -1.920 1.614
O -5.082 1.445 -4.649
H -1.467 5.304 -0.292
C 3.542 2.754 -1.589
H 3.159 0.648 -3.301
H -2.553 5.533 -2.514
C -3.023 4.479 -4.419
N 5.651 3.228 -0.315
H 5.098 5.798 -0.872
H 1.393 7.483 -0.880
H -4.840 -3.120 7.008
C -5.048 -1.311 1.350
H -5.428 -4.339 5.926
C 4.529 -5.349 2.553
H 2.246 5.161 2.117
N -0.295 -6.514 1.777
H -4.034 -0.755 3.278
H -1.271 2.376 -5.591
C -4.371 -1.626 2.714
H -0.573 -7.485 1.810
H 2.950 -2.859 -2.538
H -4.881 4.702 -2.404
H 5.343 -5.839 2.018
N 6.570 -5.566 -4.366
H 6.100 -4.422 4.492
H -0.229 -5.092 -0.718
H 1.374 -5.792 1.940
O 1.790 -0.422 -1.406
H 1.573 8.150 0.647
H -0.203 6.197 4.798
H -2.042 7.829 0.506
C 3.816 -2.685 -3.177
H -5.487 -3.462 3.308
H -0.922 -6.772 -0.736
H -0.227 1.518 3.476
H -4.645 -0.548 0.684
C -4.478 2.600 -2.721
H 2.510 3.077 -1.724
H 1.297 3.872 0.448
H -2.095 4.870 -4.836
C -5.233 -2.468 3.676
N -0.133 6.691 2.037
H -2.451 2.391 2.505
H -2.830 3.594 -7.002
H -3.790 1.644 -0.918
C 0.259 5.483 2.787
H -5.214 -6.288 0.834
C -1.282 -5.750 1.068
C -5.301 -3.261 6.030
H -1.877 -5.290 -1.069
H 3.671 3.907 0.054
C -3.377 3.078 -4.974
O -0.346 0.482 -0.529
H -1.504 1.726 1.301
H -1.631 2.092 -3.921
H 6.281 -8.036 -3.490
H 4.641 -2.431 -2.511
H -3.680 0.598 -2.390
C -4.059 3.999 -2.266
H 2.566 2.065 -4.132
H 5.759 -5.717 5.514
H 6.275 4.017 -0.219

=====

Molecular formula: C4H6S
Method: DFT, ωB97M-V/def2-TZVPD

Values from the calculation:
Kohn-Sham gap in eV: 9.02

Positions of all 11 atoms, in Å:
H 3.674 -0.415 -0.637
H 3.107 -2.166 -0.309
S 2.355 -0.331 1.413
H -1.331 1.984 -0.048
H -1.648 -0.476 0.671
C 2.892 -1.046 -0.142
H -3.037 1.861 -0.628
C -2.265 1.404 -0.101
C 1.616 -0.318 -0.062
C -2.311 0.086 0.109
H -3.052 -0.584 -0.268

=====

| no. | total energy (eV) |
| --- | --- |
| 1 | -108757.06394 |
| 2 | -15075.50710 |